# C63H58N4O2P2Pd

C63H58N4O2P2Pd as an isolated structure in a non-equilibrium geometry (ωB97M-V/def2-TZVPD, OMol25).

## Properties
Net charge = 0

Cartesian coordinates (Å):
H  4.738  4.852  2.172
H  -3.749  4.538  2.053
C  3.546  -0.973  -0.087
C  -3.811  1.500  -4.340
C  3.011  3.651  1.667
H  -4.124  2.161  1.342
H  2.076  1.146  7.691
H  4.494  2.478  -2.293
H  -0.769  1.611  2.787
C  3.745  -3.390  0.057
H  -3.924  0.399  -6.204
H  3.761  -0.697  6.437
H  -2.727  1.165  -0.432
C  -3.635  -1.967  -3.065
H  -1.027  -7.530  2.527
H  3.276  -1.120  -5.510
H  5.455  1.562  -0.513
H  2.822  6.122  -4.333
H  4.792  -4.161  1.793
H  -2.830  -1.159  0.626
C  -0.083  -1.490  0.446
H  3.081  5.496  -1.914
C  -6.378  -1.792  -3.909
C  0.394  3.731  -4.110
P  -0.491  2.101  -1.978
H  5.318  -1.884  2.686
H  -7.706  -0.225  -2.593
N  -3.545  -8.185  2.301
H  -7.207  -0.922  -1.018
C  4.368  3.990  1.614
H  -0.085  0.414  -4.251
C  -2.325  -1.986  -2.638
H  -2.310  -2.740  5.090
C  2.529  2.561  0.941
C  5.253  3.226  0.838
C  2.326  5.009  -2.541
H  2.314  4.245  2.265
C  4.264  1.670  -2.984
H  -5.068  -0.671  -0.246
C  3.943  0.292  5.982
C  -3.010  -1.272  -0.440
C  4.778  1.695  -4.282
C  4.442  0.686  -5.195
C  0.060  0.999  3.147
H  4.531  0.147  5.067
H  6.316  3.469  0.802
C  2.236  -0.582  3.950
H  5.444  2.506  -4.578
C  1.914  0.606  4.649
H  1.089  4.972  -5.722
C  -3.132  4.098  1.264
C  3.397  1.835  0.104
H  1.217  2.204  6.532
H  0.083  -2.244  -1.551
H  -0.133  -5.473  3.599
H  4.478  0.118  1.541
C  -1.122  0.749  -4.298
H  -1.542  -2.290  -3.342
Pd  0.574  0.220  -1.333
C  -1.940  0.338  -5.344
C  -1.961  -1.604  -1.325
C  3.461  0.597  -2.571
C  -1.524  2.943  -0.739
H  3.520  -4.371  -0.364
H  2.354  -1.149  -3.231
C  2.190  1.779  6.793
H  2.899  2.585  7.023
C  -1.618  -3.453  4.652
C  -3.975  -6.204  3.667
C  -3.284  0.716  -5.378
C  -4.299  -1.080  -0.904
C  -3.345  2.768  0.874
H  4.514  0.909  6.682
C  -4.643  -1.441  -2.223
H  -4.212  -4.391  4.758
C  -2.124  4.846  0.646
H  -6.098  -1.178  -4.784
H  -7.474  -1.850  -3.844
C  -6.849  -0.416  -1.933
C  4.275  -0.860  1.110
H  1.470  2.301  0.983
H  0.784  -2.130  0.655
C  -1.637  1.575  -3.283
H  1.618  -1.978  2.466
N  -5.909  -1.228  -2.670
C  3.304  -2.248  -0.617
H  4.851  0.698  -6.208
H  -1.512  -0.289  -6.133
C  1.428  -1.015  2.926
C  4.767  2.150  0.095
H  -0.560  4.883  -0.827
H  -5.025  -6.491  3.649
N  0.873  -3.008  5.054
H  -5.960  -2.801  -4.049
C  4.459  -3.271  1.254
C  -1.207  -5.653  3.614
C  1.213  4.709  -4.672
H  -1.952  5.882  0.941
C  4.741  -1.998  1.765
C  2.183  5.354  -3.891
H  -3.405  2.563  -2.517
H  3.089  -1.184  4.264
N  2.709  0.995  5.692
C  -2.546  2.199  -0.123
C  1.497  4.043  -1.980
H  -4.863  1.781  -4.341
H  1.595  3.798  -0.921
H  0.679  2.408  4.658
C  -0.588  -0.761  1.517
C  -0.264  -3.233  4.816
C  -0.544  -1.597  -0.933
H  -6.399  0.548  -1.636
C  3.569  -0.338  -4.809
H  -1.459  -0.132  1.368
H  -0.362  3.246  -4.724
O  -4.776  -8.411  2.264
C  -2.988  1.936  -3.304
C  -1.327  4.279  -0.349
C  -1.678  -6.809  3.020
C  -2.105  -4.685  4.176
C  0.842  1.432  4.195
C  0.270  -0.292  2.582
P  2.766  0.463  -0.890
C  0.525  3.392  -2.757
C  3.070  -0.373  -3.507
O  -2.722  -8.922  1.710
C  -3.060  -7.062  3.019
C  -3.504  -5.050  4.255
H  2.756  -2.358  -1.551
H  -3.906  -2.278  -4.080

# C63H60F3N9

A 12-piece molecular cluster, C63H60F3N9 overall in a non-equilibrium geometry (ωB97M-V/def2-TZVPD, OMol25).

## Properties
Energy relative to the best compared isomer or geometry (same formula, charge and spin) = 57.65 kcal per mole
Structure (SMILES) = Fc1ccccc1.Fc1ccccc1.Fc1ccccc1.c1ccncc1.c1ccncc1.c1ccncc1.c1ccncc1.c1ccncc1.c1ccncc1.c1ccncc1.c1ccncc1.c1ccncc1
Net charge = 0

Cartesian coordinates (Å):
C  0.197  4.158  4.095
H  0.077  -5.266  -5.915
H  -5.021  0.903  0.651
H  3.186  -4.311  -3.158
N  2.321  2.034  -2.794
C  -0.524  -4.258  -4.040
H  -3.948  -0.661  -0.555
H  5.011  6.299  0.129
C  4.184  -0.780  -3.916
C  -5.223  0.016  -3.605
H  -3.263  -4.673  -2.262
H  5.312  -1.350  5.521
C  -5.142  0.016  -2.210
H  -0.695  0.667  3.286
C  -0.383  -1.132  0.434
C  4.201  5.683  0.483
H  -3.713  -6.233  -4.081
C  2.979  -3.113  7.256
H  -2.198  -1.478  -4.221
C  -1.110  2.460  -0.876
H  3.569  0.177  5.650
C  -6.405  -3.482  -1.834
H  6.164  1.449  2.947
H  2.025  -2.540  -2.017
H  1.101  4.670  -0.377
F  4.477  -0.456  3.129
C  6.348  1.531  0.772
N  2.273  3.708  0.975
C  5.912  1.045  1.971
N  -5.117  -0.809  1.798
C  4.986  0.006  1.976
H  -4.189  -0.520  -5.373
H  -6.775  -2.475  -2.124
H  -2.964  1.219  4.242
C  -1.427  -4.005  -3.022
C  -3.993  1.181  2.523
C  -6.194  -5.806  -2.265
C  1.369  2.157  -3.705
H  -5.983  -2.806  0.172
H  -6.006  0.379  -1.643
H  3.956  2.791  -1.891
C  -3.049  -1.077  -3.624
C  -3.970  -0.707  3.982
H  -2.131  1.977  -2.697
H  3.916  4.928  -3.252
C  4.444  4.678  1.339
H  -6.003  0.432  -4.192
C  3.446  -0.771  6.143
C  -1.167  3.882  4.164
H  -6.381  -6.673  -2.911
C  -2.590  -4.793  -3.061
C  -0.877  -0.605  1.610
C  2.865  -2.287  -2.700
C  4.766  -1.829  -4.529
C  -2.842  -5.626  -4.124
H  1.727  1.426  2.353
H  5.490  4.491  1.672
H  0.452  5.029  3.583
H  -3.550  5.343  -0.432
C  -5.525  -5.961  -1.026
N  -1.947  4.258  0.452
C  -2.073  2.649  -1.811
H  2.259  5.046  -5.141
H  6.974  2.416  0.779
C  1.317  3.205  -4.541
H  -5.058  -2.333  3.149
C  3.255  2.948  -2.677
C  2.967  5.739  -0.121
H  0.667  3.298  -5.441
H  6.553  1.073  -1.330
H  -1.189  -3.388  -2.167
C  -0.229  0.423  2.314
C  1.996  -2.144  7.125
C  -5.838  -3.612  -0.521
H  1.019  -2.384  7.420
H  -0.346  3.203  0.979
C  3.205  -0.993  -2.934
N  4.503  -3.069  -4.275
N  -1.644  2.848  4.839
C  -2.907  4.462  -0.479
C  0.621  2.406  5.567
C  -4.132  -0.548  -4.287
H  4.940  -3.614  6.886
H  4.403  0.223  -4.143
H  2.733  -0.236  -2.416
C  2.243  4.273  -4.373
C  5.176  -0.188  -0.385
C  4.415  -1.685  6.040
H  -3.804  -1.238  4.908
C  -0.733  -5.150  -5.164
C  -5.458  -4.906  -0.146
C  -1.951  -5.798  -5.168
N  0.753  -0.651  -0.149
H  -5.162  -6.971  -0.732
C  -3.631  0.564  3.664
H  -3.801  3.747  -2.301
H  2.129  3.752  4.982
H  -0.356  1.792  -0.807
H  -1.792  -1.133  1.970
H  -1.180  1.257  5.924
H  2.722  6.489  -0.895
C  3.194  4.130  -3.408
F  -2.280  -6.604  -6.203
H  5.193  -0.787  -1.213
C  -0.771  2.177  5.520
H  1.311  1.666  6.118
H  3.921  -1.500  0.776
H  -1.882  4.445  3.580
C  6.044  0.904  -0.431
C  -2.994  3.606  -1.599
H  0.422  -3.762  -4.069
F  -4.982  -5.143  1.131
N  2.250  -0.943  6.624
C  2.046  4.726  0.105
C  1.124  3.451  4.827
H  -3.688  2.216  2.275
H  2.750  -4.109  7.645
C  3.610  -3.318  -3.338
C  3.485  3.656  1.486
C  -6.626  -4.551  -2.728
C  -4.699  -1.334  2.993
C  4.613  -0.599  0.788
C  1.064  0.737  1.823
H  3.729  2.763  2.113
C  -1.110  3.276  0.248
N  -2.993  -1.000  -2.281
C  1.372  0.296  0.513
C  -4.027  -0.573  -1.623
H  2.180  0.809  -0.002
H  0.679  1.297  -3.659
H  -0.972  -1.772  -0.260
C  -4.698  0.431  1.583
H  5.521  -1.693  -5.355
H  -7.006  -4.343  -3.703
C  4.205  -2.839  6.708

# C63H62BF9I2NO5PS

C63H62BF9I2NO5PS as an isolated structure in a non-equilibrium geometry (ωB97M-V/def2-TZVPD, OMol25).

## Properties
Net charge = 0

Cartesian coordinates (Å):
C  -1.090  -3.234  0.116
H  8.775  -0.998  -6.380
C  1.094  -0.604  -1.034
O  3.661  1.375  -2.614
H  -2.321  6.287  8.475
C  -1.413  3.087  5.719
H  -2.769  -1.172  0.009
H  -1.233  2.162  7.634
I  3.735  -4.764  -3.304
H  -3.862  9.893  5.466
H  -1.881  -6.364  3.707
O  -2.780  1.534  -3.124
H  -5.322  4.014  -9.094
C  -0.410  -4.420  0.167
C  -4.433  1.366  -7.183
C  -3.513  9.099  6.114
H  -2.337  1.341  -3.961
H  2.131  -5.677  3.415
H  -1.037  -8.718  2.082
C  8.231  -1.301  -5.496
H  -0.953  -8.151  -5.572
H  0.652  -9.067  1.988
C  -3.388  8.139  8.321
C  -1.061  12.598  5.242
C  6.509  -0.894  -3.866
F  -2.495  1.093  -5.872
C  2.435  -0.322  -1.250
C  -2.917  -1.724  0.938
C  -1.945  12.970  2.632
C  0.213  -7.874  3.709
H  -1.239  -2.259  -1.655
H  0.549  1.408  -0.462
H  2.485  -7.351  1.861
P  0.314  -6.950  0.959
H  -0.713  12.454  6.256
C  0.088  0.527  -0.915
H  -2.204  15.025  3.176
C  -0.764  -5.464  1.036
H  -1.912  -7.276  -7.693
H  1.689  3.111  -1.860
H  -0.622  -8.208  4.333
C  -2.768  8.040  5.613
H  -2.280  13.095  1.611
H  1.162  -8.273  4.061
H  -1.471  3.840  3.721
H  4.379  -1.157  -1.535
H  -2.894  -0.126  2.619
C  -0.586  0.946  -2.259
C  7.845  -2.867  -3.738
C  4.879  -4.009  -0.548
H  4.790  -3.923  1.578
C  -3.810  9.133  7.461
H  4.168  2.196  -2.571
H  -2.523  8.005  4.559
C  -2.411  -6.311  2.761
O  -3.798  -6.024  3.129
C  6.823  -2.087  -3.232
H  4.370  -2.367  0.758
F  -2.131  4.123  6.205
C  -4.686  -6.728  2.415
H  -1.411  14.699  5.495
H  6.282  -2.416  -2.353
H  -0.471  2.030  -2.377
H  0.739  -3.920  -7.490
H  -2.333  -0.324  -2.346
C  -0.257  1.032  6.075
H  -3.634  8.199  9.374
C  -1.896  14.044  3.510
C  -3.519  3.879  -7.941
C  1.558  -2.918  -1.050
C  2.188  -5.310  2.388
H  6.037  -2.870  0.825
C  -3.233  1.857  -6.713
H  1.725  3.836  -0.255
H  -3.160  4.854  -8.240
H  -3.967  -1.826  1.222
C  -0.379  1.986  3.870
C  -0.598  -7.223  -6.002
H  1.447  -4.522  2.232
C  -2.180  -3.043  0.953
C  -0.056  -8.258  2.201
H  3.191  -4.890  2.278
C  -2.119  0.739  -2.149
C  0.886  -5.325  -5.880
F  -4.529  10.163  7.950
C  -2.764  3.102  -7.075
C  2.342  3.344  -1.010
F  8.150  -4.023  -3.120
H  6.962  0.427  -5.495
H  -2.455  0.977  -1.139
H  -0.826  10.528  4.690
I  6.316  -5.518  -0.976
C  -4.732  3.405  -8.422
H  -0.136  1.944  2.817
H  -1.056  -5.165  -8.650
H  0.624  0.148  4.332
C  0.624  -1.907  -0.935
O  -1.077  -0.843  2.258
C  5.010  -3.249  0.752
H  -3.441  -3.864  2.423
C  -2.583  -4.047  1.789
C  -1.125  -6.732  -7.187
H  -1.820  3.456  -6.682
C  3.918  -3.734  -1.433
C  7.210  -0.502  -4.999
C  0.051  0.977  4.723
C  2.895  -2.672  -1.260
F  -4.509  -6.630  1.087
N  -0.765  -2.146  -0.761
F  -1.609  10.675  2.232
C  8.556  -2.491  -4.860
H  -0.172  0.440  -3.135
H  -4.768  0.382  -6.880
H  -0.670  0.196  -0.201
H  3.112  4.038  -1.364
C  -0.990  2.097  6.581
C  -0.645  -5.544  -7.723
H  9.353  -3.125  -5.228
C  -1.118  11.520  4.372
S  0.966  -4.597  -0.968
F  0.909  -6.985  -4.214
C  2.072  -6.466  1.358
H  -1.764  6.206  6.071
C  -1.886  -5.232  1.817
C  -5.190  2.151  -8.041
C  -1.120  3.047  4.369
C  -2.271  -0.839  2.028
B  3.021  1.135  -1.419
C  3.328  -1.370  -1.360
H  -6.137  1.783  -8.413
H  0.186  -6.783  3.762
F  -4.691  -8.033  2.768
H  5.713  -0.269  -3.477
C  -1.452  13.859  4.813
C  0.399  -6.511  -5.364
C  0.361  -4.844  -7.071
H  2.646  -6.271  0.456
H  1.665  -4.789  -5.352
O  2.896  2.134  -0.470
C  -1.557  11.722  3.079
H  0.074  0.245  6.739
F  -5.923  -6.271  2.669
C  -2.651  7.077  7.814
H  -2.434  -7.254  2.218
C  -2.339  7.028  6.462

no.,Kohn-Sham gap (eV),HOMO (eV)
1,3.10,-5.37
2,9.42,-8.96
3,7.62,-7.60